Formula: C19H29BNO6PS
Source: OMol25
Level of theory: the ωB97M-V functional and the def2-TZVPD basis

The lowest unoccupied orbital energy comes out at -0.5 eV. As for the highest occupied orbital energy: -7.32 eV. The total charge is 0. The multiplicity is 1. As for the orbital gap: 6.846 eV.

Structure (XYZ):
```
58
Properties=species:S:1:pos:R:3:forces:R:3:nbo_charge:R:1
C 0.547366 1.797014 -0.933241 0.046 0.049 -0.165 -0.62
C -0.730915 1.353918 -0.113412 0.769 0.560 -0.922 -0.68
P -0.805004 -0.522072 -0.054080 -1.740 -0.932 -0.868 0.73
C -1.164527 -1.183044 1.654197 0.763 0.476 1.290 -0.70
C -2.686623 -1.171036 2.055392 0.928 -0.120 0.439 -0.61
C 0.637171 -1.338533 -0.878850 2.055 -0.362 -1.140 -0.35
C 0.572003 -1.444830 -2.351048 1.375 -0.626 1.098 -0.10
C 1.637585 -2.016417 -3.161376 0.336 -0.015 1.029 -0.20
C 2.840011 -2.530261 -2.542241 -3.002 1.294 1.326 -0.11
C 2.872727 -2.445640 -1.081799 0.544 -0.536 -1.923 -0.16
C 1.848067 -1.867842 -0.246279 0.831 -0.381 -1.496 -0.12
S 2.043001 -1.782232 1.543667 -0.163 0.239 -0.092 0.01
C 4.227569 -3.110763 -0.744217 -1.399 0.281 0.006 0.69
O 4.650590 -3.371039 0.360377 0.390 0.420 -0.480 -0.58
N 4.890830 -3.427129 -1.953915 0.328 0.302 -0.701 -0.48
C 6.360938 -3.252566 -2.024404 1.168 0.120 0.021 -0.58
B 6.730290 -1.728971 -1.573154 0.119 -0.388 0.526 1.13
O 6.469484 -0.643893 -2.400272 0.848 -0.712 1.318 -0.88
O 7.296749 -1.583712 -0.272015 -1.020 0.697 -1.112 -0.94
C 4.122458 -3.161520 -3.131693 -1.118 0.850 2.263 0.70
O 4.447335 -3.353407 -4.264562 -0.006 0.065 0.177 -0.52
H 0.527551 2.900367 -1.167595 0.141 -1.295 0.564 0.25
H 0.571738 1.279242 -1.933903 -0.176 0.427 0.961 0.20
H 1.488283 1.471292 -0.414752 -0.796 0.527 -0.345 0.20
H -0.821023 1.862549 0.876871 0.326 -0.566 -0.622 0.23
H -1.610529 1.683292 -0.731263 0.673 -0.449 0.775 0.23
H -0.632244 -0.522698 2.401574 -0.448 -0.680 -0.626 0.22
H -0.722585 -2.203831 1.818951 -0.432 0.902 -0.485 0.24
H -2.721535 -1.362560 3.160832 -0.044 0.161 -1.113 0.23
H -3.264093 -1.981207 1.551880 0.318 0.886 0.095 0.21
H -3.099546 -0.144701 1.914369 0.002 -0.941 -0.113 0.21
H -0.341392 -1.061691 -2.858779 0.818 -0.374 0.516 0.23
H 1.520210 -2.047778 -4.264451 0.073 0.033 0.911 0.23
H 3.382486 -1.918287 1.829007 -0.726 -0.108 -0.994 0.18
H 6.754573 -3.413864 -3.061968 -0.853 -0.112 0.764 0.26
H 6.907215 -3.968683 -1.351848 -0.792 0.582 -0.610 0.24
H 6.823118 0.140463 -1.935319 -0.382 -0.233 -0.390 0.50
H 6.574727 -1.652602 0.378859 0.537 -0.278 -0.064 0.51
C -1.481830 5.618633 -3.625855 0.240 -0.242 -0.036 -0.72
C -1.615947 5.317451 -2.155295 0.168 -0.217 0.140 0.60
C -2.617175 6.126755 -1.371807 0.075 -0.168 0.287 -0.72
O -0.945479 4.458700 -1.623947 -0.232 0.286 -0.126 -0.56
H -0.727986 4.962889 -4.061568 -0.052 0.037 0.057 0.24
H -2.433705 5.442199 -4.130197 -0.011 0.208 -0.007 0.23
H -1.168758 6.654818 -3.766506 -0.197 0.031 -0.061 0.23
H -3.619017 5.972763 -1.776971 0.023 0.192 -0.077 0.23
H -2.354051 7.185333 -1.413239 -0.162 0.014 -0.131 0.23
H -2.606985 5.804002 -0.330748 0.019 0.004 -0.083 0.24
C -5.574120 -2.238326 4.852528 0.310 -0.064 -0.108 -0.72
C -5.314625 -0.753363 4.830720 0.296 0.152 -0.094 0.60
C -6.434279 0.151008 5.278967 0.166 0.269 -0.073 -0.72
O -4.249181 -0.305243 4.467445 -0.333 0.001 0.290 -0.55
H -4.685290 -2.765741 4.505892 -0.056 0.057 0.020 0.24
H -5.798963 -2.562033 5.870480 -0.193 -0.019 -0.070 0.23
H -6.406382 -2.480476 4.189031 -0.105 -0.030 0.174 0.23
H -6.696913 -0.067621 6.315674 -0.168 -0.088 -0.082 0.23
H -7.304514 0.013869 4.634285 -0.084 -0.098 0.166 0.23
H -6.108861 1.189056 5.211570 0.004 -0.086 -0.004 0.24
```
Forces are in eV/Å.



Formula: C19H29BrN7O2
Source: OMol25
Level of theory: the ωB97M-V functional and the def2-TZVPD basis

The lowest unoccupied orbital energy comes out at -3.0 eV. Its energy relative to the best compared isomer or geometry (same formula, charge and spin) is 0.000 eV. As for the highest occupied orbital energy: -10.16 eV. The total charge is +1. The multiplicity is 1. As for the orbital gap: 7.196 eV.

Structure (XYZ):
```
58
Properties=species:S:1:pos:R:3:forces:R:3:nbo_charge:R:1
O 3.113466 1.247243 3.808632 0.155 0.242 -0.100 -0.60
O 6.130864 -1.543616 1.471812 -0.449 0.345 -0.001 -0.60
Br 2.069894 1.336758 0.003162 -0.143 0.373 -0.200 0.01
N 0.004506 2.952244 -0.993381 -0.114 -0.798 -0.356 -0.40
C 3.530837 0.110403 3.691925 -0.706 1.010 2.081 0.67
C 5.355054 -2.217927 2.128405 0.542 0.740 -1.136 0.65
C 0.863883 -2.709693 -0.113695 0.426 0.211 0.565 -0.07
C 1.687001 -2.085633 0.784414 0.440 -0.219 -0.388 0.17
C -0.404330 -1.559520 1.299243 0.228 0.059 -0.333 0.26
C -1.123199 3.205812 -1.682226 0.346 -0.506 0.208 -0.01
C 0.472791 1.702283 -0.970348 -1.409 0.702 -0.639 0.10
C -0.183341 0.660433 -1.627503 0.059 0.235 0.066 -0.27
C -1.372784 0.905818 -2.315196 0.534 0.200 0.319 -0.24
C -1.883437 2.214538 -2.358787 -1.505 0.200 -0.718 0.17
N -0.438406 -2.378904 0.226553 0.505 0.562 0.788 -0.46
N 5.800680 -3.302153 2.769206 -0.150 -1.122 0.834 -0.60
N -5.928280 2.794353 -2.048264 0.061 0.229 0.323 -0.64
N -3.096830 2.520348 -3.033594 0.626 0.354 0.368 -0.42
N 3.643677 -0.428941 2.478504 0.182 -1.780 -1.780 -0.64
N 0.882152 -1.364706 1.652233 -0.970 -0.780 -0.913 -0.47
C 3.834912 -0.717616 4.924907 0.241 0.210 -0.289 -0.72
C 5.045843 -4.257322 3.583209 0.033 0.353 -0.132 -0.42
C -5.301582 3.834348 -2.892681 -0.061 -1.044 0.086 -0.23
C -3.765908 3.831396 -2.784160 0.155 -0.358 0.053 -0.22
C -6.107496 1.460403 -2.643921 0.166 0.497 0.065 -0.21
C -3.837925 1.512031 -3.826467 0.474 0.110 0.976 -0.22
C -4.789855 0.729885 -2.914272 -0.341 0.053 -0.246 -0.42
C 3.201848 -2.149269 0.789690 -0.048 0.148 0.348 -0.44
C 3.858521 -1.848439 2.150922 -0.066 0.343 0.303 -0.13
H 1.182032 -3.345343 -0.934850 -0.500 0.139 0.219 0.26
H -1.266224 -1.086410 1.767635 0.345 -0.250 -0.178 0.26
H -1.447672 4.240163 -1.703214 0.153 -0.099 0.072 0.21
H 0.252241 -0.329183 -1.606228 -0.035 -0.059 -0.073 0.21
H -1.872674 0.080926 -2.806953 -0.004 0.099 0.009 0.22
H -1.277001 -2.687637 -0.259997 0.261 0.200 0.296 0.46
H 6.795936 -3.452674 2.677899 -0.104 0.112 -0.082 0.42
H -6.815790 3.133096 -1.672543 0.452 -0.201 -0.255 0.38
H 3.608950 0.236741 1.716093 0.133 -0.169 0.137 0.42
H 1.219836 -0.718834 2.362970 -0.055 -0.042 -0.143 0.48
H 3.119954 -1.530857 5.019583 0.011 -0.229 0.073 0.22
H 3.763411 -0.074037 5.802483 -0.077 -0.057 -0.230 0.26
H 4.850367 -1.104334 4.861218 0.042 -0.271 0.052 0.23
H 4.237935 -4.705561 3.002225 -0.001 -0.076 0.096 0.19
H 4.636825 -3.764427 4.467316 -0.053 -0.135 0.034 0.20
H 5.711769 -5.056598 3.916102 -0.088 0.199 -0.126 0.24
H -5.658609 4.814669 -2.561419 0.167 -0.152 -0.021 0.22
H -5.612941 3.719967 -3.935827 -0.019 0.060 -0.158 0.17
H -3.553542 4.163558 -1.763818 0.178 -0.201 -0.082 0.21
H -3.360469 4.578789 -3.473903 -0.057 0.081 0.020 0.20
H -6.670574 1.551452 -3.578968 -0.032 -0.173 -0.239 0.16
H -6.706074 0.849497 -1.960289 0.031 0.212 -0.040 0.21
H -3.143151 0.826497 -4.318781 0.120 0.195 0.111 0.21
H -4.394156 1.987966 -4.640008 0.151 0.158 0.186 0.21
H -5.023903 -0.224865 -3.392706 -0.100 -0.049 0.033 0.21
H -4.296490 0.514065 -1.962750 0.066 0.038 -0.055 0.20
H 3.498704 -3.152609 0.478113 -0.065 0.034 -0.063 0.25
H 3.590626 -1.452666 0.042280 0.050 -0.003 0.045 0.27
H 3.368127 -2.465906 2.900014 -0.179 0.070 0.211 0.21
```
Forces are in eV/Å.



Formula: C19H29FeN2
Source: OMol25
Level of theory: the ωB97M-V functional and the def2-TZVPD basis

The lowest unoccupied orbital energy (spin up / spin down) comes out at 2.7 / 1.3 eV. Its energy relative to the best compared isomer or geometry (same formula, charge and spin) is 0.298 eV. As for the highest occupied orbital energy (spin up / spin down): 0.47 / -6.36 eV. The total charge is -1. The multiplicity is 5. As for the expectation value of S²: 6.039. As for the orbital gap (spin up / spin down): 2.215 / 7.607 eV.

Structure (XYZ):
```
51
Properties=species:S:1:pos:R:3:forces:R:3:lowdin_spin:R:1
C -0.416811 -3.583527 -2.333483 -0.028 0.128 0.100 0.07
N -1.028500 -2.383030 -1.768548 0.014 0.084 0.008 0.01
C -2.164242 -2.771530 -0.941805 0.159 -0.016 -0.004 0.06
C -1.377548 -1.363770 -2.751890 -0.095 -0.394 -0.016 0.07
C -1.775187 -0.035519 -2.109827 0.295 -0.022 -0.220 0.04
C -1.935704 1.088875 -3.157123 -0.179 -0.068 0.008 0.05
C -0.714914 2.013415 -3.002062 -0.168 0.374 0.332 0.07
C 0.217742 1.343373 -2.007116 -0.405 0.011 0.009 0.17
N -0.697002 0.505615 -1.162352 -0.008 -0.985 -2.840 0.25
H 0.417085 -3.341286 -2.998717 -0.105 0.106 0.148 0.05
H -0.040273 -4.192441 -1.502857 0.025 0.073 -0.171 0.01
H -1.142063 -4.207663 -2.892773 0.052 0.207 0.013 0.00
H -2.686071 -1.896184 -0.543402 0.087 -0.243 0.077 0.04
H -2.888134 -3.387793 -1.504911 -0.022 0.104 0.025 0.01
H -1.793180 -3.374092 -0.105549 -0.136 0.097 -0.028 0.01
H -0.526664 -1.200652 -3.433200 -0.078 -0.092 0.211 0.06
H -2.235551 -1.704477 -3.379853 0.238 0.303 0.114 0.01
H -2.684994 -0.162109 -1.501592 0.269 0.156 -0.149 0.05
H -1.990928 0.684009 -4.179662 0.015 -0.078 0.386 0.02
H -2.868708 1.642371 -2.971892 0.247 -0.144 -0.027 0.04
H -0.205064 2.219843 -3.947790 0.027 -0.149 0.057 0.05
H -1.035059 2.972172 -2.581845 -0.015 -0.040 -0.119 0.02
H 0.917881 0.667404 -2.510058 0.197 -0.229 0.021 0.16
H 0.783471 2.046307 -1.392029 -0.264 -0.080 -0.177 0.02
H -0.257789 -0.250647 -0.623711 0.081 0.008 -0.088 0.02
C -1.921506 1.493951 0.581027 -1.794 0.789 0.988 0.81
C -0.771975 1.893931 1.290677 1.092 1.250 2.345 0.60
C 0.629847 1.755484 1.426781 1.460 1.207 0.214 0.05
C 1.209603 2.342872 2.675214 -0.110 0.596 -1.433 0.07
C 2.632917 2.284034 2.612030 -0.136 0.424 -1.046 0.01
C 3.001821 1.621304 1.370382 -0.636 1.037 -0.029 0.04
C 1.802037 1.272558 0.657454 -0.589 1.010 0.233 0.08
Fe 1.795187 0.501733 2.461944 0.223 0.072 -0.010 0.31
C 0.859526 -1.224506 2.397469 0.809 -0.729 1.303 0.02
C 0.678001 -0.565690 3.686472 0.761 -1.190 0.003 0.01
C 1.991254 -0.315018 4.252752 -0.262 -1.311 -0.402 0.01
C 2.985494 -0.815967 3.324067 -0.892 -1.064 0.301 -0.02
C 2.292537 -1.378846 2.179032 -0.512 -0.695 1.270 0.02
H -2.522370 0.676566 1.003190 -0.062 -0.174 -0.119 0.16
H -2.535236 2.351792 0.272338 -0.212 -0.190 -0.381 0.14
H -1.366145 1.123817 -0.488573 0.505 -0.335 -0.591 0.11
H -1.102817 2.546203 2.119713 -0.098 -0.354 -0.096 0.09
H 0.567768 2.822612 3.412572 0.402 -0.306 -0.013 0.01
H 3.324034 2.676479 3.352076 -0.158 -0.268 -0.128 0.00
H 4.012497 1.464331 0.999743 -0.333 -0.202 0.258 0.02
H 1.756488 0.812192 -0.323805 0.386 -0.191 0.552 0.03
H 0.070255 -1.641245 1.776105 0.209 0.417 -0.003 0.01
H -0.271944 -0.373557 4.177466 0.234 0.212 -0.316 0.02
H 2.194084 0.094894 5.239049 -0.065 0.169 -0.417 0.00
H 4.056727 -0.847627 3.500261 -0.256 0.279 -0.213 0.00
H 2.760125 -1.900963 1.348609 -0.170 0.436 0.062 0.03
```
Forces are in eV/Å.



E_tot for the records above, in order: -2012.0207 -3848.9844 -2114.2022 Eh